No. 1
Formula: C5H11NOS
Source: the OMol25 dataset
Level of theory: ωB97M-V/def2-TZVPD

Positions of all 19 atoms, in Å:
C 1.69974 -1.70044 -0.35282
C 0.83847 0.90470 -0.51570
C -0.66133 0.82018 -0.27226
C -1.04612 0.57676 1.37154
C -1.24978 -0.52015 -0.90838
H 2.20916 -1.70518 -1.41584
H 2.41088 -1.99398 0.46568
H 0.66680 -2.26896 -0.33069
H 1.31728 0.12628 1.28675
H 0.87928 0.82297 -1.67704
H 1.35807 1.90915 -0.21068
H 0.00937 1.05811 2.15591
H -0.91839 -0.65634 1.61481
H -2.13980 0.85570 1.60011
H -2.14717 2.04818 0.02816
H -0.98424 -0.49346 -2.07689
N 1.60475 -0.13699 0.22886
O -1.46855 1.80982 -0.87066
S -2.37842 -1.45633 -0.12086

Force components x, y, z for each atom (eV/Å):
C -0.6 2.3 1.4
C 1.0 0.6 -1.1
C -1.4 -2.8 3.4
C 3.8 -1.4 0.8
C -0.7 0.8 -1.0
H -1.1 0.3 2.3
H -0.7 -0.7 -1.3
H 2.2 1.1 -0.1
H 1.0 -2.2 -3.1
H 0.7 0.0 1.8
H -1.5 -1.5 -0.6
H -3.9 -0.8 -2.2
H -0.5 3.9 -0.6
H 2.0 -0.1 0.0
H 2.7 -0.7 -4.4
H -0.8 -0.7 2.4
N -1.0 0.0 -0.1
O -2.5 1.3 4.5
S 1.4 0.6 -2.2

orbital gap	0.2970	Ha
LUMO	-0.535	eV
energy relative to the best compared isomer or geometry (same formula, charge and spin)	687.1	kJ/mol
HOMO energy	-8.62	eV
max |F|	5.36	eV/A
spin multiplicity	1

These are the Löwdin partial charges, in e, on atoms 1 to 8: C -0.064; C -0.253; C -0.658; C -0.137; C -0.544; H 0.094; H 0.057; H 0.061

No. 2
Formula: C39H29BBr2IrN10O5
Source: the OMol25 dataset
Level of theory: ωB97M-V/def2-TZVPD

Positions of all 87 atoms, in Å:
Ir 0.76760 0.73805 0.67603
Br 7.41870 1.79073 1.47179
C 5.57750 1.61336 1.29829
C 4.90921 0.56338 1.88333
C 3.53418 0.49464 1.72386
N 2.81630 1.38600 1.02421
C 3.47832 2.41200 0.46357
C 4.84386 2.55256 0.58497
C 2.75342 3.43372 -0.36604
C 3.35111 3.99584 -1.46806
C 2.60061 4.76388 -2.35956
Br 3.39169 5.50034 -3.85044
C 1.24229 4.92708 -2.13884
C 0.71996 4.42360 -0.97438
N 1.47434 3.75676 -0.07664
H 5.43116 -0.18720 2.46108
H 2.99038 -0.33133 2.15127
H 5.34199 3.41434 0.16327
H 4.39309 3.79871 -1.67522
H 0.61686 5.45083 -2.84799
H -0.31442 4.56521 -0.68694
C -4.09541 -2.27816 1.85505
N -3.06355 -1.23707 1.70337
C -1.79461 -1.35773 1.33157
N -1.27949 -0.14625 1.16859
C -2.31551 0.69486 1.46270
N -3.41302 0.06753 1.78519
C -4.83346 -2.52860 0.55899
C -6.21244 -2.41700 0.48184
C -6.86517 -2.67496 -0.71876
C -6.14900 -3.02504 -1.85041
C -4.76295 -3.10619 -1.77948
C -4.11648 -2.86754 -0.57792
C -3.95889 -3.44540 -2.95478
N -4.31422 -3.63748 -4.16979
N -3.13552 -3.92836 -4.88249
C -2.18251 -3.88539 -4.02794
O -2.62005 -3.58035 -2.78240
C -0.74814 -4.11044 -4.21485
C -0.24113 -4.44667 -5.46625
C 1.11882 -4.65681 -5.61437
C 1.97368 -4.53819 -4.52384
C 1.46752 -4.20525 -3.27831
C 2.37944 -4.05198 -2.08604
N 2.35235 -2.67777 -1.56097
C 1.65736 -2.17337 -0.54528
N 1.86547 -0.86522 -0.48128
C 2.71476 -0.62798 -1.52017
N 3.03512 -1.70205 -2.19453
C 0.10533 -3.99009 -3.13055
H -4.77886 -1.93144 2.62340
H -3.60174 -3.18522 2.19909
H -1.27252 -2.29540 1.22205
H -2.23674 1.77186 1.42923
H -6.78346 -2.12569 1.35608
H -7.94328 -2.59927 -0.76755
H -6.64722 -3.23610 -2.78776
H -3.03586 -2.94801 -0.54343
H -0.92030 -4.54061 -6.30396
H 1.52002 -4.91310 -6.58597
H 3.03626 -4.71233 -4.64968
H 3.40619 -4.26624 -2.36645
H 2.08734 -4.71547 -1.27406
H 1.06016 -2.74883 0.14427
H 3.11776 0.34648 -1.75426
H -0.30411 -3.72712 -2.16037
O -1.03394 0.90421 -1.85725
C -0.36287 1.09088 -0.96824
C 0.58266 0.94442 3.78997
C 0.80858 0.02234 2.62966
O 1.06536 -1.15124 2.74683
H 0.53475 0.37300 4.71510
H -0.33089 1.52781 3.65921
H 1.42101 1.64375 3.83015
O 1.84827 4.04931 2.39052
B 1.00665 3.83676 1.34943
O -0.31739 3.89125 1.66213
C -0.31772 4.22893 3.02636
C -1.39093 4.48321 3.83990
C -1.08856 4.85406 5.14999
C 0.22704 4.94426 5.59393
C 1.30407 4.67467 4.74987
C 0.98348 4.31989 3.46540
H -2.40890 4.42352 3.47702
H -1.89570 5.09372 5.82821
H 0.42453 5.24468 6.61439
H 2.33041 4.76348 5.08237

Force components x, y, z for each atom (eV/Å):
Ir -2.4 -0.8 2.4
Br 0.1 0.0 0.0
C 0.1 0.2 -0.1
C -0.3 -0.1 0.1
C 0.3 -0.1 0.0
N -0.6 0.0 -0.5
C 0.0 0.7 -0.1
C 0.3 0.2 0.1
C 0.5 -0.5 0.1
C 0.1 -0.2 -0.3
C 0.1 -0.1 0.2
Br 0.2 0.1 -0.2
C -0.3 -0.2 0.1
C -0.3 0.4 -0.1
N -0.1 0.3 0.4
H -0.1 0.0 0.0
H 0.0 -0.1 0.0
H 0.0 -0.1 0.0
H -0.1 -0.1 -0.1
H 0.0 0.0 0.1
H 0.1 0.1 0.0
C 0.0 0.0 -0.2
N -0.2 0.0 0.0
C 0.1 -0.1 0.1
N 0.6 0.9 -0.5
C -0.1 0.0 0.0
N 0.2 -0.2 -0.1
C 0.1 0.2 0.0
C -0.1 0.0 0.0
C -0.1 0.0 0.0
C -0.1 0.0 0.0
C 0.2 -0.1 -0.1
C 0.1 0.0 0.1
C 0.0 0.0 0.1
N 0.3 -0.1 -0.5
N -0.6 0.1 0.1
C 0.1 0.0 0.0
O 0.2 0.0 0.3
C -0.2 0.0 0.0
C 0.0 0.0 -0.1
C 0.0 0.0 0.0
C 0.0 0.0 -0.1
C 0.0 0.1 0.1
C -0.1 0.1 -0.1
N 0.1 -0.2 -0.1
C 0.1 0.0 0.1
N -0.2 -0.1 0.0
C 0.1 0.1 0.0
N -0.2 0.0 0.2
C 0.1 0.0 0.2
H 0.0 0.0 0.1
H 0.1 0.0 0.1
H -0.1 0.1 0.0
H 0.0 -0.1 0.0
H 0.0 0.0 0.0
H 0.0 0.0 0.0
H 0.0 0.0 0.0
H 0.0 0.0 0.0
H 0.0 0.0 0.0
H 0.0 0.0 0.0
H 0.0 0.0 0.0
H 0.1 0.0 0.1
H 0.0 0.0 0.1
H 0.0 0.0 -0.1
H -0.1 -0.1 0.0
H 0.0 0.0 0.0
O -0.6 0.1 0.1
C 1.6 0.2 -1.1
C -0.3 -0.1 0.0
C 1.7 -0.1 -1.1
O -0.4 -0.3 0.6
H 0.0 0.0 0.1
H 0.0 0.0 0.0
H 0.0 0.0 0.0
O 0.2 0.1 0.1
B -0.3 -0.7 0.0
O -0.2 0.2 0.0
C -0.1 0.0 -0.3
C -0.2 0.0 0.0
C 0.0 0.0 0.0
C 0.0 0.0 0.0
C 0.1 0.0 0.1
C 0.3 0.0 -0.2
H 0.0 0.0 0.0
H 0.0 0.0 0.0
H 0.0 0.0 0.0
H -0.1 0.0 0.0

net charge	+2
orbital gap (spin up / spin down)	0.2055 / 0.2056	Ha
LUMO (spin up / spin down)	-6.924 / -6.922	eV
<S²>	0.755
energy relative to the best compared isomer or geometry (same formula, charge and spin)	36.0	kJ/mol
HOMO energy (spin up / spin down)	-12.52 / -12.52	eV
max |F|	3.45	eV/A
spin multiplicity	2

These are the Löwdin partial charges, in e, on atoms 1 to 8: Ir 1.114; Br 0.897; C -0.666; C -0.042; C -0.082; N -0.023; C -0.193; C -0.033

No. 3
Formula: C4H5FO
Source: the OMol25 dataset
Level of theory: ωB97M-V/def2-TZVPD

Positions of all 11 atoms, in Å:
O -2.36259 0.36475 1.28470
C -1.19268 0.14526 1.09364
C -0.38975 0.52856 -0.13226
C 1.03970 0.38601 -0.08559
C 0.68133 -0.85453 -0.85931
F 0.64774 -0.91465 -2.14838
H -0.69780 -0.43324 1.82828
H -0.84163 1.11968 -0.86520
H 1.55100 1.06449 -0.73517
H 1.44272 0.20264 0.86915
H 0.12194 -1.60897 -0.24987

Force components x, y, z for each atom (eV/Å):
O -0.3 0.5 -0.3
C -0.3 0.5 -2.3
C -0.8 -2.0 1.5
C 1.0 -0.5 -1.8
C -3.1 1.3 4.6
F 0.2 0.0 -1.6
H 1.3 -0.8 1.1
H -0.7 0.7 -1.0
H 0.7 0.5 0.1
H 0.9 -0.1 0.9
H 1.1 -0.1 -1.2

orbital gap	0.3538	Ha
LUMO	0.609	eV
energy relative to the best compared isomer or geometry (same formula, charge and spin)	193.0	kJ/mol
SMILES	O=C[C@H]1C[C@@H]1F
HOMO energy	-9.02	eV
max |F|	5.67	eV/A
spin multiplicity	1

These are the Löwdin partial charges, in e, on atoms 1 to 8: O 0.037; C -0.271; C -0.106; C -0.165; C -0.154; F 0.086; H 0.102; H 0.108

No. 4
Formula: C3H6N2
Source: the OMol25 dataset
Level of theory: ωB97M-V/def2-TZVPD

Positions of all 11 atoms, in Å:
C 1.29939 -1.36608 0.45733
C 0.44028 -0.92829 -0.44591
C 0.09031 0.25900 -1.01553
N 0.51584 0.95549 -1.96296
H 2.36127 -1.14161 0.50509
H 0.89378 -1.86740 1.33144
H -0.08036 1.67109 -2.36470
N -1.20853 0.65492 0.74236
H -0.95708 0.98467 1.67050
H -2.00465 1.21050 0.44496
H -1.35026 -0.43228 0.63741

Force components x, y, z for each atom (eV/Å):
C -1.1 -0.4 0.6
C -0.6 3.4 -0.2
C 3.8 -4.6 -1.3
N -1.4 1.2 0.8
H 0.0 0.3 -0.3
H 0.4 -0.9 -0.1
H -0.3 0.1 -0.2
N -0.8 -1.3 -0.1
H 0.1 -0.4 0.0
H -0.3 -0.5 0.0
H 0.1 3.1 0.6

orbital gap (spin up / spin down)	0.2799 / 0.2799	Ha
LUMO (spin up / spin down)	0.210 / 0.210	eV
energy relative to the best compared isomer or geometry (same formula, charge and spin)	515.4	kJ/mol
SMILES	C=C=C=N.N
HOMO energy (spin up / spin down)	-7.41 / -7.41	eV
max |F|	6.09	eV/A
spin multiplicity	1

These are the Löwdin partial charges, in e, on atoms 1 to 8: C -0.041; C -0.154; C -0.252; N 0.114; H 0.054; H 0.038; H 0.045; N 0.021

Copy entry 1 word for word.
Formula: C5H11NOS
Source: the OMol25 dataset
Level of theory: ωB97M-V/def2-TZVPD

Positions of all 19 atoms, in Å:
C 1.69974 -1.70044 -0.35282
C 0.83847 0.90470 -0.51570
C -0.66133 0.82018 -0.27226
C -1.04612 0.57676 1.37154
C -1.24978 -0.52015 -0.90838
H 2.20916 -1.70518 -1.41584
H 2.41088 -1.99398 0.46568
H 0.66680 -2.26896 -0.33069
H 1.31728 0.12628 1.28675
H 0.87928 0.82297 -1.67704
H 1.35807 1.90915 -0.21068
H 0.00937 1.05811 2.15591
H -0.91839 -0.65634 1.61481
H -2.13980 0.85570 1.60011
H -2.14717 2.04818 0.02816
H -0.98424 -0.49346 -2.07689
N 1.60475 -0.13699 0.22886
O -1.46855 1.80982 -0.87066
S -2.37842 -1.45633 -0.12086

Force components x, y, z for each atom (eV/Å):
C -0.6 2.3 1.4
C 1.0 0.6 -1.1
C -1.4 -2.8 3.4
C 3.8 -1.4 0.8
C -0.7 0.8 -1.0
H -1.1 0.3 2.3
H -0.7 -0.7 -1.3
H 2.2 1.1 -0.1
H 1.0 -2.2 -3.1
H 0.7 0.0 1.8
H -1.5 -1.5 -0.6
H -3.9 -0.8 -2.2
H -0.5 3.9 -0.6
H 2.0 -0.1 0.0
H 2.7 -0.7 -4.4
H -0.8 -0.7 2.4
N -1.0 0.0 -0.1
O -2.5 1.3 4.5
S 1.4 0.6 -2.2

orbital gap	0.2970	Ha
LUMO	-0.535	eV
energy relative to the best compared isomer or geometry (same formula, charge and spin)	687.1	kJ/mol
HOMO energy	-8.62	eV
max |F|	5.36	eV/A
spin multiplicity	1

These are the Löwdin partial charges, in e, on atoms 1 to 8: C -0.064; C -0.253; C -0.658; C -0.137; C -0.544; H 0.094; H 0.057; H 0.061

Please write out number 4 again, unchanged.
Formula: C3H6N2
Source: the OMol25 dataset
Level of theory: ωB97M-V/def2-TZVPD

Positions of all 11 atoms, in Å:
C 1.29939 -1.36608 0.45733
C 0.44028 -0.92829 -0.44591
C 0.09031 0.25900 -1.01553
N 0.51584 0.95549 -1.96296
H 2.36127 -1.14161 0.50509
H 0.89378 -1.86740 1.33144
H -0.08036 1.67109 -2.36470
N -1.20853 0.65492 0.74236
H -0.95708 0.98467 1.67050
H -2.00465 1.21050 0.44496
H -1.35026 -0.43228 0.63741

Force components x, y, z for each atom (eV/Å):
C -1.1 -0.4 0.6
C -0.6 3.4 -0.2
C 3.8 -4.6 -1.3
N -1.4 1.2 0.8
H 0.0 0.3 -0.3
H 0.4 -0.9 -0.1
H -0.3 0.1 -0.2
N -0.8 -1.3 -0.1
H 0.1 -0.4 0.0
H -0.3 -0.5 0.0
H 0.1 3.1 0.6

orbital gap (spin up / spin down)	0.2799 / 0.2799	Ha
LUMO (spin up / spin down)	0.210 / 0.210	eV
energy relative to the best compared isomer or geometry (same formula, charge and spin)	515.4	kJ/mol
SMILES	C=C=C=N.N
HOMO energy (spin up / spin down)	-7.41 / -7.41	eV
max |F|	6.09	eV/A
spin multiplicity	1

These are the Löwdin partial charges, in e, on atoms 1 to 8: C -0.041; C -0.154; C -0.252; N 0.114; H 0.054; H 0.038; H 0.045; N 0.021

Q: Which of these has the lowest max |F|?
A: C39H29BBr2IrN10O5